[1]
Here is an isolated ion of composition C5H10NO4P and charge -2 at a distorted geometry from OMol25. Energies are from the ωB97M-V functional and the def2-TZVPD basis.

Geometry (Å):
H -0.514 -0.141 1.761
N -0.853 0.369 -0.952
H -1.530 1.372 -2.708
O 1.969 0.935 1.673
C -0.147 1.458 -0.298
H -2.594 1.436 -1.148
C 0.804 -1.299 0.488
P 2.398 -0.130 0.632
H 0.257 2.190 -1.048
H -1.043 -1.773 1.640
O -1.123 -1.819 -1.324
H 0.365 -1.265 2.841
C -0.560 -0.906 -0.750
H -2.404 -0.187 -2.120
H -0.950 1.915 0.342
H 1.123 -2.262 0.381
C -1.904 0.665 -1.877
H 0.725 1.201 0.304
C -0.064 -1.131 1.763
O 3.450 -1.041 1.121
O 2.595 0.412 -0.719

Computed properties:
**Net charge**: -2
**Energy above the lowest of the compared OMol25 structures with the same formula, charge and spin**: 55.10 kcal per mole
**Gap between HOMO and LUMO**: 5.5 eV
**SMILES**: C[C@@H](C(=O)N(C)C)P(=O)([O-])[O-]
**Energy**: -24315.526 eV

Results of the Mulliken charge analysis, in e, for atoms 1 through 8:
1. H 0.233
2. N 0.291
3. H 0.229
4. O -0.874
5. C -0.921
6. H 0.180
7. C -0.463
8. P 0.751

[2]
Here is C29H32Br30ClFNO6P as an isolated structure from OMol25. Energies are from the ωB97M-V functional and the def2-TZVPD basis.

Geometry (Å):
Br -6.364 -3.834 10.098
Br -7.310 -3.895 5.847
H -2.811 2.927 -0.581
C 3.587 -1.379 1.735
C 1.316 0.496 -0.561
C 0.045 0.033 -0.242
C -0.164 -1.233 0.496
Br 2.118 -10.480 -6.963
C -5.103 -4.684 8.922
H -6.142 -3.668 3.686
H 5.306 2.895 -1.088
O 0.188 -0.065 3.628
Br 2.422 -6.267 3.069
Br -4.114 -3.393 7.903
C 2.740 2.375 -1.503
C -7.412 9.853 -0.994
Br -7.669 -5.535 3.143
H -0.555 -2.979 2.448
Br 0.772 -7.122 -4.392
C 2.648 -12.186 -6.250
C 6.047 6.356 -3.597
H 2.572 3.106 -2.293
H -5.671 -5.274 8.217
C 2.505 -0.327 -0.150
Br 3.401 9.999 -8.218
H -2.541 5.917 -2.382
Br -2.545 4.801 1.388
Cl 5.590 3.820 1.048
C -3.819 6.036 2.126
C 1.344 -8.816 -3.679
C 3.856 8.890 -6.717
O -3.446 0.402 -0.635
Br 7.098 6.154 -2.002
C -2.399 0.240 -0.043
Br 2.698 -5.627 6.176
O -1.807 4.079 -1.961
H 2.876 0.496 1.656
Br -5.403 5.132 2.732
C -1.094 0.772 -0.514
Br -8.334 11.314 -1.833
O 0.443 -2.271 0.341
H -3.329 4.598 -3.264
C -2.211 2.819 -1.487
P -3.879 -0.361 2.279
Br 4.168 6.493 -3.196
H 3.500 -1.568 2.802
C -0.932 -2.002 2.740
Br 0.611 -9.136 -1.933
Br -3.939 -5.881 9.871
C -0.997 1.990 -1.168
C -1.261 -1.203 1.516
H -3.613 0.289 4.322
H 3.459 1.635 -1.842
H 6.334 7.285 -4.067
Br 1.914 -12.491 -4.497
H 2.652 3.922 0.005
N 2.571 -0.411 1.318
O -3.020 -0.047 3.639
Br -7.988 9.592 0.820
C -2.910 4.899 -2.301
Br 5.765 8.698 -6.550
Br -5.504 10.078 -1.095
Br 3.255 -8.984 -3.681
C -6.458 -4.533 4.246
C 1.413 1.740 -1.176
H 3.430 0.039 -0.600
H 3.420 -2.322 1.216
Br -4.882 -5.557 4.663
C 0.158 -1.233 3.456
H 2.129 -4.139 4.286
H 0.959 -9.580 -4.340
H -7.658 8.956 -1.543
H 0.353 3.415 -1.961
Br 2.982 7.184 -6.802
C 4.717 3.593 -0.504
Br 4.556 -12.391 -6.259
Br 4.384 -4.244 -3.606
Br 6.386 4.948 -4.857
H -3.684 4.851 -1.534
H -1.746 -2.107 3.450
C -2.361 -0.501 1.249
H 4.724 4.573 -0.966
Br 2.034 -3.946 -1.479
H 4.609 -1.056 1.515
Br -4.245 7.433 0.875
C 3.305 3.098 -0.276
H -3.479 -2.566 2.204
F 1.155 -2.009 3.919
C 1.843 -5.153 4.523
O -4.201 -1.967 2.428
H -2.838 2.293 -2.212
Br -0.073 -5.166 4.695
H 3.302 2.415 0.573
H 3.505 9.390 -5.826
H -3.361 6.499 2.988
Br 4.345 -6.067 -1.003
H 2.235 -12.942 -6.902
H 2.716 -5.892 -2.844
C 3.282 -5.144 -2.309
C 0.264 2.453 -1.481
H 2.379 -1.342 -0.509

Computed properties:
**Net charge**: 0
**Gap between HOMO and LUMO**: 8.1 eV
**Energy**: -2170168.343 eV

Results of the Mulliken charge analysis, in e, for atoms 1 through 8:
1. Br -0.013
2. Br -0.018
3. H 0.233
4. C -1.107
5. C -0.033
6. C 0.589
7. C 0.403
8. Br -0.012